[1]
18
Properties=species:S:1:pos:R:3:forces:R:3:nbo_charge:R:1 method="wB97M-V/def2-TZVPD" gap_ev=10.3347 homo_ev=-9.3 lumo_energy_ev=1.067 largest_force_ev_per_a=0.4 smiles=C[C@H]1CN1CCO
C -1.4271 0.8645 1.4103 -0.1 -0.1 0.0 -0.614
C -0.0673 0.2251 1.3437 0.1 0.3 0.1 -0.059
C 0.3168 -1.2225 1.3537 0.0 -0.1 0.3 -0.232
N 0.2160 -0.4757 0.1315 -0.2 0.0 -0.2 -0.464
C 1.2170 -0.0525 -0.8279 0.2 -0.1 -0.1 -0.246
C 0.3953 0.2111 -2.0936 0.2 0.4 0.0 -0.058
O -0.2730 -0.9706 -2.4507 -0.2 -0.2 0.1 -0.722
H -1.4180 1.6570 0.6519 -0.2 0.0 0.2 0.212
H -1.6901 1.3076 2.3776 0.2 -0.2 -0.1 0.213
H -2.1833 0.1330 1.1222 -0.1 0.1 0.1 0.215
H 0.7472 0.8517 1.7057 0.0 0.1 0.0 0.176
H -0.4375 -2.0011 1.4465 0.1 0.1 0.1 0.197
H 1.2837 -1.4555 1.8049 -0.1 0.0 -0.2 0.190
H 1.7734 0.8376 -0.4996 -0.1 -0.1 0.0 0.182
H 1.9314 -0.8587 -1.0094 0.0 0.0 -0.1 0.200
H -0.3249 1.0157 -1.8670 0.1 -0.1 -0.1 0.150
H 0.9832 0.5220 -2.9589 0.2 0.0 0.2 0.180
H -0.6490 -1.2626 -1.6027 -0.1 -0.1 -0.2 0.478


[2]
12
Properties=species:S:1:pos:R:3:forces:R:3:nbo_charge:R:1 method="wB97M-V/def2-TZVPD" gap_ev=8.1281 homo_ev=-8.9 lumo_energy_ev=-0.771 largest_force_ev_per_a=1.3
N 1.7785 -0.8615 1.7199 -0.8 0.8 0.1 -0.575
C 0.9768 -0.0194 1.8685 0.9 -0.9 0.1 -0.108
C 0.2955 0.0973 -1.1679 0.0 0.1 0.3 0.258
C -0.7244 -0.9022 -0.7384 0.1 0.0 -0.2 -0.342
N -1.4397 -0.2732 0.3365 0.3 0.2 0.2 -0.470
C -0.6895 0.6821 0.7585 -0.5 0.1 -0.4 0.239
N 0.3009 1.0275 -0.2880 0.0 -0.1 -0.2 -0.446
H 1.0148 0.0475 -1.9774 -0.1 0.0 0.1 0.234
H -1.3563 -1.2952 -1.5396 0.1 0.0 0.1 0.246
H -0.1001 -1.7330 -0.3363 0.0 0.0 0.0 0.278
H -0.9901 1.4548 1.4506 0.1 -0.1 -0.1 0.234
H 1.0239 1.7309 -0.1761 -0.1 -0.1 0.0 0.450


[3]
10
Properties=species:S:1:pos:R:3:forces:R:3:nbo_charge:R:1 method="wB97M-V/def2-TZVPD" gap_ev=9.0299 homo_ev=-8.4 lumo_energy_ev=0.629 largest_force_ev_per_a=4.5 smiles="C=C1C=C1Br.Br"
C 1.6715 -1.1619 -0.0608 1.6 2.2 -0.5 -0.550
C 0.9840 -0.2542 -0.6884 -1.3 2.3 -1.0 0.041
C 0.7682 1.1496 -1.1434 -2.2 -2.9 -0.1 -0.171
C -0.1998 0.2323 -1.3572 1.6 0.9 0.7 -0.106
Br -1.9281 -0.1521 -1.9001 0.3 0.2 0.1 0.146
H 2.7163 -1.1045 0.0311 1.2 0.8 0.7 0.207
H 1.3593 -2.0972 -0.0189 -1.9 -4.1 0.2 0.199
H 0.8830 2.1987 -1.1015 0.6 0.7 -0.1 0.235
Br -2.9429 -0.0121 2.8269 0.2 -0.5 -0.3 -0.196
H -3.3114 1.2013 3.4123 -0.2 0.5 0.3 0.195


[4]
12
Properties=species:S:1:pos:R:3:forces:R:3:nbo_charge:R:1 method="wB97M-V/def2-TZVPD" gap_ev=10.4136 homo_ev=-9.6 lumo_energy_ev=0.856 largest_force_ev_per_a=12.2
C 0.0331 0.7565 0.1295 -0.6 8.3 8.8 0.062
C -0.4213 -0.4519 0.9824 -4.3 2.8 -2.6 -0.240
C -0.0452 -0.0091 -0.9472 1.9 -2.4 -8.3 -0.299
H 1.7748 0.2880 0.1297 0.6 2.0 1.7 0.457
H -0.3579 1.8383 0.1628 -0.7 -1.9 -0.1 0.193
H -0.1816 -0.3527 2.0223 0.5 -1.1 0.4 0.228
H -1.6040 -0.3793 0.7171 2.1 -0.5 1.7 0.146
H -0.5931 -1.9315 -0.3860 1.1 0.3 -0.4 0.366
H 0.8009 0.2822 -1.6062 -0.1 -0.7 -0.3 0.188
H -0.8776 0.0572 -1.5981 -1.4 0.1 -0.3 0.212
N 0.1100 -1.1975 -0.2041 -0.3 -3.7 2.0 -0.609
O 1.3619 1.0997 0.5977 1.2 -3.1 -2.6 -0.705